This record from the Open Molecules 2025 dataset describes the ion C5H13N2 with charge +1 in a non-equilibrium geometry. The level of theory is ωB97M-V/def2-TZVPD.

XYZ file:
```
20
Properties=species:S:1:pos:R:3:forces:R:3:lowdin_charge:R:1
C -1.3989 -1.1389 -0.9905 -2.6 1.2 -0.1 -0.1404
C -0.7413 -0.8124 0.3826 -1.0 -0.7 -0.3 -0.4611
C -1.5122 -0.1055 1.4976 0.5 -0.8 1.2 -0.0128
C 2.1747 1.1791 -0.8823 1.7 -0.6 1.5 0.0034
C 0.7372 -0.4750 0.3685 0.1 -1.2 -1.8 -0.0718
N -1.0743 -2.1418 -0.1012 1.5 -2.0 1.9 0.0227
N 0.8303 0.9201 -0.2391 0.9 -2.2 -1.8 0.0103
H -2.5265 -0.9801 -1.1851 1.9 0.4 0.5 0.1530
H -0.8040 -1.0628 -1.8858 0.2 -0.1 -0.5 0.0958
H -1.8733 -0.7704 2.3240 0.8 0.3 -0.6 0.1090
H -2.3936 0.2605 1.0924 -1.8 0.9 -0.8 0.0510
H -1.0065 0.7712 1.9675 0.0 -0.7 -0.4 0.0927
H 2.2738 0.6440 -1.8504 0.0 0.0 1.0 0.1141
H 2.3549 2.2310 -1.0537 -0.5 0.3 -0.1 0.0871
H 2.9822 0.9204 -0.0330 -1.8 0.1 -2.3 0.1616
H 1.2648 -1.0786 -0.4521 -0.6 0.3 1.8 0.1603
H 1.1319 -0.5577 1.4023 0.3 0.3 -0.9 0.1555
H -1.6848 -2.8530 0.3595 0.4 1.6 -0.6 0.1584
H 0.7675 1.5606 0.4782 -1.0 2.1 1.8 0.1255
H 0.0092 0.8986 -0.8892 0.8 0.8 0.5 0.1857
```
Forces are in eV/Å.

The total energy is -307.4909 Ha. The value obtained for the energy above the lowest of the compared OMol25 structures with the same formula, charge and spin is 3.557 eV. As for the charge: +1. For the HOMO energy, the calculation gives -12.8998 eV. The value obtained for the orbital gap is 9.72 eV. The value obtained for the LUMO energy is -3.18 eV. Its structure (SMILES) is C[NH2+]C[C@@]1(C)CN1.

This record from the Open Molecules 2025 dataset describes a cluster of 2 separate species, C5H13N2 in total in a non-equilibrium geometry. The level of theory is ωB97M-V/def2-TZVPD.

XYZ file:
```
20
Properties=species:S:1:pos:R:3:forces:R:3:lowdin_charge:R:1
C 0.6794 0.7572 -2.7005 -0.9 -0.3 1.7 -0.1626
C 1.1140 0.1104 1.1399 0.1 -0.7 0.3 -0.0298
C -0.9629 0.2966 2.2499 -1.1 1.9 -1.6 -0.0597
C -0.2057 -1.9447 1.6613 -0.5 -4.7 -0.4 -0.0760
C 0.0052 -0.5350 1.5606 2.3 1.4 0.5 -0.4630
N 0.2007 1.0146 -3.8933 3.1 -0.1 0.1 0.2042
N 0.0625 0.7657 -1.5296 1.3 0.0 -1.7 0.1970
H 1.6756 0.4532 -2.6991 1.7 -0.3 0.1 0.1395
H 1.9416 -0.4887 0.7594 0.1 0.4 0.1 0.0818
H 0.5296 0.5256 -0.5786 -0.8 0.2 -1.0 0.0912
H 1.2441 1.1402 1.5147 0.2 -0.5 -0.7 0.0982
H -1.7506 -0.2554 2.6242 -1.7 -1.2 0.9 0.0587
H -1.4037 0.9490 1.4459 0.2 -0.1 1.1 0.1123
H -0.5582 0.8769 3.0523 0.4 0.5 0.3 0.0966
H 0.5038 -2.6919 1.1603 -0.6 1.5 0.5 0.1124
H -0.2379 -2.3009 2.7290 0.3 0.8 -0.7 0.1221
H -1.2172 -2.3038 1.3381 0.5 0.7 0.0 0.1031
H 0.9099 1.2071 -4.6062 -0.7 -0.4 0.2 0.1557
H -0.7138 1.1955 -4.1109 -2.7 0.7 -0.4 0.1016
H -0.8426 1.1517 -1.6259 -1.3 0.2 0.9 0.1166
```
Forces are in eV/Å.

The total energy is -307.5388 Ha. The value obtained for the energy above the lowest of the compared OMol25 structures with the same formula, charge and spin is 2.253 eV. As for the charge: +1. For the HOMO energy, the calculation gives -12.8757 eV. The value obtained for the orbital gap is 9.48 eV. The value obtained for the LUMO energy is -3.39 eV.

This record from the Open Molecules 2025 dataset describes the ion C5H13N2 with charge +1 in a non-equilibrium geometry. The level of theory is ωB97M-V/def2-TZVPD.

XYZ file:
```
20
Properties=species:S:1:pos:R:3:forces:R:3:lowdin_charge:R:1
C 0.3804 2.6591 1.1180 0.9 1.8 -0.2 -0.1027
C 0.8680 1.9438 -0.1388 -1.1 -0.6 0.3 -0.2359
C -0.3637 1.2980 -0.8109 0.3 -0.1 -1.2 -0.1771
C -0.7670 -0.1021 -0.3232 0.3 1.1 0.1 -0.1390
N 0.3894 -0.9299 0.0392 -0.9 -0.7 0.5 0.0824
C 0.2416 -2.2185 0.2018 0.4 0.3 -0.4 -0.1249
N -0.7706 -2.9581 -0.1947 0.6 -0.6 0.3 0.2051
H 1.1858 3.2818 1.5092 0.2 -0.3 0.4 0.0774
H -0.3227 3.4442 0.8385 -0.4 -0.3 -0.1 0.0794
H -0.0511 2.1000 1.9430 0.1 -0.5 -0.2 0.0779
H 1.3786 2.5837 -0.8531 -0.3 0.5 0.1 0.1172
H 1.6518 1.2368 0.1145 0.1 -0.3 0.0 0.0822
H -0.3049 1.2762 -1.9048 0.7 -0.3 0.1 0.1155
H -1.2050 1.9801 -0.7178 -0.2 -0.1 0.6 0.1152
H -1.4437 0.0072 0.5257 0.1 -0.4 0.2 0.1395
H -1.2799 -0.6329 -1.1055 -0.3 0.0 -0.4 0.1102
H 1.1705 -0.5169 0.5265 0.0 0.2 -0.2 0.1457
H 1.0484 -2.7520 0.6782 0.1 -0.1 0.2 0.1658
H -1.4890 -2.7200 -0.8484 -0.3 0.5 0.0 0.1290
H -0.6683 -3.9424 -0.0077 -0.2 -0.1 -0.1 0.1372
```
Forces are in eV/Å.

The total energy is -307.5816 Ha. The value obtained for the energy above the lowest of the compared OMol25 structures with the same formula, charge and spin is 1.089 eV. As for the charge: +1. For the HOMO energy, the calculation gives -14.8358 eV. The value obtained for the orbital gap is 11.31 eV. The value obtained for the LUMO energy is -3.52 eV. Its structure (SMILES) is CCCCNC=[NH2+].